No. 1
{"formula": "C47H42F9N5O2S7Sr", "method": "the ωB97M-V functional and the def2-TZVPD basis", "charge": -2, "lumo_energy_ev": 3.200, "relative_energy_ev": 0.612, "species": ["Sr", "C", "C", "S", "C", "C", "S", "C", "C", "S", "H", "H", "H", "H", "H", "H", "H", "H", "H", "H", "H", "H", "N", "S", "N", "S", "N", "S", "N", "C", "C", "C", "C", "C", "C", "C", "C", "C", "C", "C", "C", "C", "C", "C", "C", "C", "C", "C", "C", "C", "C", "C", "C", "C", "C", "C", "C", "C", "C", "C", "C", "C", "C", "C", "C", "H", "H", "H", "H", "H", "H", "H", "H", "H", "H", "H", "H", "H", "H", "H", "H", "H", "H", "H", "H", "H", "H", "H", "H", "H", "H", "H", "H", "H", "H", "O", "S", "C", "N", "F", "C", "F", "F", "C", "O", "C", "F", "F", "F", "C", "F", "F", "F"], "positions_angstrom": [[1.491576, -0.159036, -2.244342], [6.375269, -6.529994, 2.915737], [7.281585, -6.013011, 4.023745], [6.566870, -5.399504, 5.601637], [6.001542, -6.779933, 6.595649], [4.900310, -7.560873, 6.012293], [3.123012, -6.914623, 5.863141], [2.958239, -6.049934, 4.357680], [3.454503, -6.489653, 2.951594], [4.888454, -5.616730, 2.415563], [6.208840, -7.588489, 3.026713], [7.012512, -6.442979, 1.998683], [7.375640, -5.060202, 3.529788], [8.224892, -6.597585, 4.094860], [5.789290, -6.419248, 7.592681], [6.838911, -7.464612, 6.774368], [4.673496, -8.349398, 6.656842], [5.284126, -7.914896, 5.040853], [3.378214, -5.078241, 4.463938], [1.870127, -5.898203, 4.305976], [2.696538, -6.170940, 2.260156], [3.698999, -7.572246, 2.929193], [-0.160931, 0.994988, -3.579619], [-1.430103, 1.578632, -3.379918], [-1.753614, 2.626854, -2.154634], [-2.118497, 2.784453, -0.626157], [-3.178330, 1.710909, -0.077431], [-2.493104, 0.466144, 0.915366], [-1.593573, -0.578790, 0.432019], [-2.006551, 1.428236, 2.465783], [-2.884253, 2.176085, 3.293890], [-2.571047, 2.318167, 4.650740], [-1.405493, 1.750406, 5.122678], [-0.511365, 1.061642, 4.292327], [-0.874579, 0.914529, 2.938821], [-4.131501, -0.245342, 1.370381], [-3.986848, -1.070130, 2.466565], [-5.123006, -1.755682, 3.010300], [-6.306066, -1.582113, 2.351979], [-6.369973, -0.846554, 1.162283], [-5.351456, -0.018427, 0.716158], [-3.319779, 4.195233, -0.750144], [-2.869790, 5.489397, -0.998596], [-3.783957, 6.587297, -0.812696], [-5.113582, 6.365030, -0.470803], [-5.495017, 5.064604, -0.110778], [-4.638930, 3.966053, -0.247679], [-0.805943, 3.199771, 0.277248], [-0.934182, 4.131729, 1.370508], [0.061953, 4.923157, 1.846329], [1.398875, 4.816177, 1.283598], [1.715883, 3.864681, 0.304078], [0.720359, 3.028206, -0.344941], [-1.991022, 2.479746, -4.889437], [-3.064840, 3.353229, -5.015231], [-3.473138, 3.750456, -6.307642], [-2.764369, 3.317616, -7.416315], [-1.563743, 2.584668, -7.267401], [-1.181324, 2.167911, -5.940005], [-2.547704, 0.298437, -3.063483], [-3.615872, 0.193203, -3.932641], [-4.407034, -0.947056, -3.910868], [-4.202772, -1.862289, -2.817366], [-3.168924, -1.680367, -1.874308], [-2.311980, -0.596738, -2.053848], [-3.805584, 2.513288, 2.846730], [-3.197241, 2.840971, 5.360471], [-1.118970, 1.917307, 6.204538], [0.383072, 0.536187, 4.598482], [-0.300340, 0.325114, 2.260564], [-2.972452, -1.187594, 2.843520], [-4.981677, -2.308168, 3.890515], [-7.130462, -2.217494, 2.629328], [-7.172927, -0.997345, 0.474282], [-5.377993, 0.527235, -0.234054], [-1.853966, 5.624745, -1.215280], [-3.350897, 7.588277, -0.927944], [-5.876576, 7.140529, -0.419235], [-6.495947, 4.935301, 0.297364], [-5.019272, 2.996433, -0.020542], [-1.874842, 4.217975, 1.833389], [-0.180465, 5.792689, 2.483032], [2.211426, 5.390105, 1.604725], [2.809550, 3.795021, -0.093030], [0.525144, 3.414624, -1.249951], [-3.532806, 3.652542, -4.114528], [-4.404104, 4.253341, -6.435292], [-3.102535, 3.596024, -8.438141], [-0.914026, 2.333624, -8.079159], [-0.292338, 1.605538, -5.787585], [-3.767660, 0.861610, -4.740607], [-5.200900, -1.058853, -4.644879], [-4.761397, -2.768016, -2.804473], [-2.916233, -2.375845, -1.041681], [-1.442605, -0.476840, -1.449798], [0.882318, 1.724377, -0.666918], [1.394191, -5.288463, -0.799392], [1.570884, -3.772731, -1.280693], [1.588529, -2.720461, -1.745954], [5.941945, -2.270186, -3.078472], [6.443573, -1.076615, -2.889696], [7.458766, -0.970259, -3.828427], [7.031454, -1.117721, -1.653139], [5.349604, 0.138439, -2.892564], [4.225006, -0.152516, -2.318637], [6.183397, 1.359829, -2.399409], [6.354333, 1.178522, -1.090195], [5.507694, 2.548893, -2.546220], [7.385063, 1.500007, -2.964100], [4.962868, 0.451350, -4.384817], [4.709794, -0.724218, -4.977564], [3.822891, 1.201810, -4.449635], [5.816839, 1.187781, -5.060836]], "forces_ev_per_a": [[1.1, 0.8, 1.5], [0.3, -1.2, -1.0], [-1.0, 0.6, 0.2], [0.3, 0.4, -0.3], [1.1, 0.3, 0.3], [-1.4, 0.7, -1.8], [1.6, -1.3, 0.9], [-0.6, 0.9, -1.4], [0.4, -1.4, 2.0], [1.2, 0.8, -0.5], [-0.6, -0.5, -0.1], [-0.4, -0.2, 0.6], [1.4, 0.9, 0.6], [-0.6, 0.5, 0.1], [-0.3, 0.6, 0.2], [0.0, -0.1, -0.2], [-0.1, -1.8, 0.8], [-0.7, -0.2, 0.3], [0.2, 1.0, 0.3], [0.2, -0.1, 0.0], [-0.3, -0.3, -0.6], [-0.6, 0.5, -0.3], [3.1, -0.9, -1.2], [-1.6, 2.0, 3.4], [0.2, 0.3, -1.3], [-0.3, -0.2, -1.1], [1.5, -0.8, 0.8], [-0.9, 1.1, -1.6], [-0.1, 0.9, 1.7], [-2.7, 0.1, -0.2], [0.4, -0.9, -0.4], [-0.1, 0.1, -1.1], [2.0, -0.2, 1.6], [-1.1, 0.2, -0.9], [1.9, -0.6, 1.8], [0.7, 1.4, 0.6], [-1.1, -0.7, 0.4], [2.2, 2.2, -1.4], [-0.3, -0.8, -0.8], [-0.1, 0.4, -0.2], [1.0, -1.3, 0.0], [-1.0, -0.4, 1.4], [-2.7, 0.1, 1.0], [1.3, -0.7, -0.7], [0.4, -0.6, 0.4], [0.1, -0.1, -0.4], [0.5, 1.9, -0.8], [1.7, 0.8, 0.7], [0.3, -0.2, -0.6], [0.1, 0.6, -0.5], [-0.1, -3.1, -2.5], [1.7, 2.2, 2.3], [-3.4, -2.6, 0.5], [0.0, 0.2, 1.1], [0.4, -0.4, -1.2], [0.5, -1.0, 1.2], [1.2, -0.3, -1.0], [-0.7, 0.3, 2.4], [-0.8, 0.7, -3.1], [-1.8, 0.4, -1.1], [-0.6, -1.6, -0.2], [0.3, -0.5, 2.2], [0.7, 0.9, -0.9], [-0.1, -0.1, -0.6], [0.0, -0.3, -0.8], [-0.3, 0.3, 0.1], [-0.2, 0.1, -0.2], [-0.5, -0.4, -1.3], [0.0, 0.4, 0.5], [0.6, -0.5, -0.3], [-0.3, -0.2, 0.2], [-0.1, -0.9, 1.0], [-0.4, 0.1, 0.1], [-1.0, 0.2, 0.1], [-0.1, -0.1, 0.6], [1.3, 0.4, -0.3], [-0.5, -0.3, -0.1], [0.5, 0.1, 0.1], [0.1, -0.2, -0.2], [0.2, -0.5, 0.2], [-1.3, 0.3, 0.6], [0.1, -0.9, 0.0], [0.9, 1.1, 0.7], [-2.1, 0.0, 0.7], [-0.2, 2.6, -3.8], [-0.8, 0.3, 0.6], [-0.4, 0.6, 0.0], [0.2, -0.2, 0.8], [0.0, -0.1, -0.5], [0.5, -0.5, 0.2], [0.0, 0.7, -0.4], [0.1, -0.3, 0.2], [-0.6, -0.5, 0.2], [-0.5, 0.5, -0.8], [0.2, 0.0, 0.3], [1.7, -2.0, 0.5], [0.1, -1.7, 0.8], [-0.4, -0.6, -0.2], [0.2, 2.5, -0.7], [-0.8, -0.5, -0.2], [0.6, 0.6, 0.5], [-0.6, 0.3, 0.7], [0.1, -0.1, -0.9], [0.2, -0.2, -2.3], [-0.4, -0.1, 1.3], [-1.4, 0.4, 1.2], [0.3, 0.7, 0.5], [0.6, -0.9, -0.1], [0.1, 0.2, -0.1], [-0.9, 0.1, 1.2], [0.1, 0.3, -0.8], [0.0, -0.7, 0.2], [1.3, -0.1, -1.3]]}



No. 2
{"formula": "C47H44AlClN5O2P2S", "method": "the ωB97M-V functional and the def2-TZVPD basis", "charge": 1, "lumo_energy_ev": [-4.964, -4.961], "relative_energy_ev": 1.263, "species": ["Al", "C", "C", "C", "C", "C", "C", "N", "C", "C", "C", "C", "C", "C", "N", "N", "C", "C", "C", "C", "C", "N", "H", "H", "H", "H", "H", "H", "H", "H", "H", "H", "H", "H", "H", "C", "S", "C", "C", "C", "N", "P", "C", "C", "C", "C", "C", "C", "C", "C", "C", "C", "C", "C", "P", "C", "C", "C", "C", "C", "C", "C", "C", "C", "C", "C", "C", "H", "H", "H", "H", "H", "H", "H", "H", "H", "H", "H", "H", "H", "H", "H", "H", "H", "H", "H", "H", "H", "H", "H", "H", "H", "H", "H", "H", "H", "Cl", "C", "C", "O", "O", "H", "H"], "positions_angstrom": [[-0.045768, -0.945780, 2.392410], [-4.902113, 2.230302, 1.321167], [-4.495967, 2.512635, 2.613409], [-3.260458, 2.096281, 3.060717], [-2.329908, 1.471246, 2.167889], [-2.785590, 1.165106, 0.870384], [-4.085617, 1.463767, 0.474273], [-1.098776, 0.971897, 2.556578], [-0.555303, 1.535637, 3.720095], [-0.457084, 2.918355, 3.963199], [0.066494, 3.340096, 5.189369], [0.434794, 2.413897, 6.176017], [0.405208, 1.065983, 5.934195], [-0.048085, 0.610002, 4.713800], [-0.074618, -0.667712, 4.259213], [-0.072642, -1.691858, 5.116174], [-0.561015, -2.775927, 4.510477], [-0.936059, -3.924890, 5.226870], [-1.405294, -5.007835, 4.515594], [-1.475097, -4.978504, 3.130926], [-1.242442, -3.779061, 2.512432], [-0.857530, -2.678971, 3.161227], [-5.887956, 2.533562, 0.966087], [-5.140175, 3.058639, 3.303968], [-2.994985, 2.329226, 4.098044], [-2.118987, 0.680159, 0.188170], [-4.522427, 1.105972, -0.460288], [-0.797393, 3.619340, 3.213204], [0.161471, 4.404064, 5.434509], [0.770545, 2.797329, 7.119862], [0.704390, 0.302926, 6.656573], [-0.873904, -3.912414, 6.321911], [-1.837268, -5.845427, 5.060305], [-1.727540, -5.856948, 2.542239], [-1.437908, -3.678877, 1.451480], [1.595107, 0.650084, -6.983189], [2.696738, 1.190873, -5.659158], [2.365284, 0.039761, -4.237125], [2.828649, 0.604379, -2.921799], [2.325236, -0.233789, -1.746229], [0.870653, -0.120186, -1.449538], [0.072170, -1.371440, -0.433071], [-1.518499, -1.610005, -1.253949], [-1.561466, -1.951124, -2.612358], [-2.771987, -2.343348, -3.230173], [-3.980214, -2.231864, -2.546811], [-3.951768, -1.779525, -1.232775], [-2.745883, -1.605074, -0.571767], [0.949975, -2.912759, -0.832145], [1.195197, -3.907626, 0.177626], [1.641175, -5.182031, -0.156823], [1.893404, -5.458308, -1.496840], [1.765236, -4.461244, -2.478096], [1.337783, -3.207085, -2.145852], [0.232488, 1.434442, -1.136446], [-0.240158, 2.087884, -2.739208], [-1.375009, 1.532970, -3.397517], [-1.896587, 2.133636, -4.523325], [-1.267560, 3.227566, -5.082110], [-0.138480, 3.789134, -4.503595], [0.388017, 3.188465, -3.359312], [1.384996, 2.690046, -0.496413], [2.764648, 2.598542, -0.243903], [3.429587, 3.609529, 0.444353], [2.735498, 4.703811, 0.939327], [1.403709, 4.859420, 0.656254], [0.725115, 3.884120, -0.057162], [1.845149, 1.115287, -7.943582], [0.567244, 0.920406, -6.752996], [1.670510, -0.427349, -7.065997], [2.889594, -0.890626, -4.515426], [1.256272, 0.000810, -4.268331], [2.503537, 1.652317, -2.850143], [3.917604, 0.569492, -2.904447], [2.862865, 0.054055, -0.799227], [2.591912, -1.290179, -1.893430], [-0.658839, -1.957980, -3.212212], [-2.711578, -2.797968, -4.218534], [-4.892643, -2.632265, -2.945569], [-4.843790, -1.628491, -0.646503], [-2.740835, -1.411125, 0.495196], [1.108685, -3.632967, 1.225234], [1.770270, -5.973681, 0.582168], [2.193827, -6.466184, -1.771551], [1.992401, -4.662106, -3.518909], [1.298618, -2.418736, -2.928164], [-1.944312, 0.727940, -2.937655], [-2.822880, 1.743896, -4.910954], [-1.646620, 3.640174, -6.029143], [0.334298, 4.611740, -5.020025], [1.305577, 3.601923, -2.894647], [3.350706, 1.786614, -0.632858], [4.516449, 3.556947, 0.535091], [3.268932, 5.449509, 1.522015], [0.854538, 5.768633, 0.914018], [-0.273400, 4.108092, -0.435450], [4.915662, 0.422775, 3.085324], [3.861128, -0.984879, 2.581799], [2.321300, -0.773718, 2.412465], [1.622618, -1.824994, 2.361126], [1.711845, 0.339937, 2.233947], [4.054369, -1.762279, 3.367711], [4.280939, -1.266489, 1.606310]], "forces_ev_per_a": [[-0.5, 1.4, -1.5], [-0.4, -0.6, -0.6], [-0.1, 0.3, 0.0], [1.2, 0.0, -0.1], [-1.7, 0.1, -0.6], [-0.6, 0.2, 0.4], [-0.3, 0.6, 0.6], [1.7, -0.4, 2.3], [-0.2, -1.2, -2.1], [0.3, 0.5, 1.4], [-0.9, 0.2, -1.4], [0.2, -0.8, 0.3], [0.3, 0.1, 1.6], [0.1, -0.4, -2.2], [-0.2, -0.6, 3.8], [0.4, 3.3, -0.3], [-1.1, -1.5, -1.9], [0.4, 0.5, 0.2], [-0.5, -0.3, 0.6], [0.0, -0.4, -0.1], [-0.2, 0.2, -0.5], [0.6, -0.1, 0.2], [0.2, -0.1, 0.2], [0.1, -0.2, -0.3], [0.0, -0.3, -0.4], [0.2, -0.1, -0.1], [0.5, 0.3, 0.0], [0.1, 0.0, 0.0], [-0.1, -0.4, -0.3], [0.2, 0.0, 0.3], [0.1, 0.5, -0.1], [0.1, 0.0, -0.6], [0.5, -0.1, -0.1], [-0.2, 0.3, 0.2], [0.1, 0.1, -0.1], [-0.4, -0.3, 0.4], [0.8, 0.7, 0.4], [-1.0, 0.3, -1.8], [-0.2, 0.1, 0.0], [0.7, -0.4, 1.4], [0.6, -1.1, 0.5], [0.6, 1.3, 0.3], [-0.8, -0.5, -0.8], [-0.8, -0.2, -0.4], [0.9, 0.1, 0.4], [0.8, -0.2, 0.4], [0.2, -0.3, 0.4], [0.8, 0.4, 0.1], [0.8, -1.1, 0.8], [-0.3, 1.2, -0.5], [-0.1, 0.2, -0.6], [-0.1, 0.0, -0.3], [0.4, -1.0, 0.1], [-0.6, 1.1, -0.2], [-1.5, 0.1, 0.6], [-0.2, 0.3, -1.9], [0.3, 0.6, 1.2], [0.1, -0.4, 0.2], [-0.1, 0.6, -1.0], [-0.1, -0.9, -0.1], [0.3, 0.2, 0.7], [0.4, 0.8, 0.8], [-0.5, 0.4, -0.1], [0.1, 0.0, -0.1], [1.1, 0.0, 0.3], [-1.2, 0.1, -0.4], [0.4, -0.7, -0.9], [0.3, 0.0, 0.4], [-0.1, 0.0, 0.1], [0.0, -0.2, -0.3], [-0.6, 0.1, 0.4], [0.5, -0.6, 0.3], [0.2, -0.3, 0.1], [0.1, 0.2, 0.2], [-0.3, -0.3, -1.0], [-0.1, 0.5, -0.1], [-0.1, 0.0, 0.1], [-0.2, 0.3, 0.1], [-0.3, 0.3, -0.4], [-0.3, -0.2, -0.1], [-0.2, 0.1, 0.0], [-0.3, -0.1, -0.3], [0.0, 0.4, -0.1], [0.0, 0.2, -0.1], [0.1, -0.2, 0.1], [-0.1, -0.8, 0.6], [0.3, 0.0, 0.0], [-0.1, 0.0, -0.4], [0.1, -0.1, 0.6], [0.2, 0.1, 0.3], [-0.7, -0.2, -0.4], [0.0, -0.1, 0.1], [-0.4, -0.1, 0.2], [-0.1, 0.0, -0.2], [0.3, -0.3, 0.1], [0.0, -0.3, 0.5], [-1.1, -0.5, -0.3], [0.1, 0.3, 0.7], [1.0, 2.6, -0.6], [-0.2, -0.9, 0.5], [0.8, -2.2, 0.6], [-0.4, 0.6, -1.0], [-0.4, -0.3, 0.4]]}



no.,total energy (eV)
1,-162096.6649
2,-109527.3238